ORCA calculation (ωB97M-V/def2-TZVPD) on C45H96F18N9O15S6 as an isolated structure at a distorted geometry.

Kohn-Sham gap: 6.529 eV
Charge: +3
M: 1537.7 g mol⁻¹
ΔE to the lowest compared entry with this formula, charge and spin: 1.76 kcal/mol

Element x y z (Å)
C  2.219  -2.168  -3.802
C  1.857  -3.358  -4.689
C  0.779  -4.224  -4.131
O  -0.487  -3.647  -4.261
C  -1.503  -4.309  -3.554
N  1.323  -2.727  -5.973
H  0.555  -2.063  -5.818
H  2.040  -2.191  -6.461
H  0.878  -3.374  -6.632
H  1.296  -1.677  -3.484
H  2.937  -1.519  -4.311
H  2.735  -2.413  -2.875
H  2.783  -3.819  -5.026
H  1.013  -4.484  -3.095
H  0.784  -5.227  -4.586
H  -1.709  -5.322  -3.904
H  -2.448  -3.771  -3.654
H  -1.350  -4.294  -2.471
C  5.141  -2.166  3.231
C  4.704  -2.879  1.971
C  4.275  -1.909  0.867
O  5.400  -1.378  0.226
C  5.097  -0.227  -0.509
N  5.824  -3.756  1.441
H  5.990  -4.564  2.043
H  5.703  -4.104  0.466
H  6.713  -3.246  1.476
H  4.400  -1.433  3.542
H  6.048  -1.609  2.977
H  5.366  -2.822  4.071
H  3.975  -3.682  2.099
H  3.651  -1.167  1.382
H  3.565  -2.360  0.166
H  4.586  0.513  0.123
H  4.427  -0.392  -1.361
H  6.021  0.249  -0.832
C  -0.870  0.046  4.769
C  -0.427  1.215  3.888
C  1.017  1.204  3.464
O  1.259  2.453  2.882
C  2.594  2.792  2.607
N  -1.268  1.252  2.628
H  -2.263  1.476  2.667
H  -0.849  1.870  1.920
H  -1.224  0.372  2.075
H  -1.852  0.194  5.215
H  -0.075  -0.049  5.509
H  -0.920  -0.909  4.239
H  -0.676  2.159  4.374
H  1.329  0.360  2.840
H  1.600  1.044  4.381
H  3.161  1.906  2.289
H  3.112  3.194  3.481
H  2.674  3.514  1.797
C  -6.647  1.134  7.438
C  -5.779  -0.122  7.417
C  -5.572  -0.576  5.983
N  -5.122  -2.039  5.810
C  -4.653  -2.277  4.404
C  -4.067  -3.694  4.269
C  -2.828  -3.752  5.133
C  -3.138  -3.562  6.613
C  -3.916  -2.252  6.756
C  -6.255  -2.936  6.281
H  -7.052  1.368  8.417
H  -7.497  0.973  6.763
H  -6.180  1.996  6.958
H  -6.225  -0.825  8.120
H  -4.821  0.126  7.881
H  -4.802  0.000  5.473
H  -6.505  -0.556  5.419
H  -3.884  -1.538  4.195
H  -5.511  -2.273  3.730
H  -3.929  -3.893  3.206
H  -4.769  -4.499  4.503
H  -1.968  -3.181  4.767
H  -2.328  -4.723  5.020
H  -2.268  -3.438  7.260
H  -3.621  -4.442  7.041
H  -3.255  -1.413  6.533
H  -4.287  -2.077  7.763
H  -6.963  -3.030  5.462
H  -6.653  -2.528  7.198
H  -5.814  -3.913  6.460
C  -2.683  2.221  -2.233
C  -4.086  1.636  -2.315
C  -4.075  0.168  -1.852
N  -5.367  -0.584  -2.025
C  -5.114  -2.095  -2.195
C  -4.585  -2.725  -0.932
C  -5.490  -2.520  0.297
C  -5.741  -1.001  0.431
C  -6.316  -0.427  -0.855
C  -6.179  -0.115  -3.219
H  -2.691  3.263  -2.546
H  -1.983  1.645  -2.839
H  -2.310  2.214  -1.208
H  -4.293  1.612  -3.387
H  -4.834  2.211  -1.772
H  -3.605  0.046  -0.878
H  -3.378  -0.364  -2.505
H  -4.451  -2.106  -3.058
H  -6.086  -2.517  -2.451
H  -3.571  -2.398  -0.690
H  -4.507  -3.809  -1.042
H  -5.117  -2.962  1.217
H  -6.415  -3.046  0.036
H  -4.758  -0.596  0.688
H  -6.352  -0.798  1.311
H  -6.408  0.650  -0.703
H  -7.298  -0.852  -1.045
H  -7.104  -0.676  -3.322
H  -5.591  -0.258  -4.121
H  -6.424  0.914  -2.974
C  3.157  2.212  -4.230
C  3.204  3.336  -5.256
C  4.607  3.972  -5.309
N  4.835  4.977  -6.437
C  6.218  5.602  -6.233
C  6.213  6.634  -5.097
C  5.044  7.600  -5.155
C  3.691  6.883  -5.356
C  3.747  6.007  -6.607
C  4.880  4.111  -7.676
H  2.201  1.694  -4.308
H  3.210  2.598  -3.211
H  3.969  1.491  -4.326
H  2.535  4.155  -4.988
H  2.916  2.989  -6.248
H  5.409  3.233  -5.336
H  4.825  4.466  -4.359
H  6.905  4.773  -6.074
H  6.429  5.992  -7.229
H  6.302  6.076  -4.162
H  7.162  7.170  -5.154
H  5.093  8.174  -4.233
H  5.171  8.231  -6.035
H  3.359  6.275  -4.509
H  2.904  7.636  -5.392
H  2.833  5.536  -6.964
H  4.083  6.562  -7.488
H  5.253  4.715  -8.502
H  3.891  3.704  -7.848
H  5.581  3.284  -7.575
C  0.389  -3.019  2.169
F  1.114  -2.074  2.766
F  1.179  -3.730  1.389
F  -0.105  -3.850  3.081
S  -1.051  -2.326  1.131
O  -1.214  -3.147  -0.047
O  -2.218  -2.317  1.986
N  -0.615  -0.735  0.720
S  0.172  -0.819  -0.652
O  1.263  -1.766  -0.753
O  -0.696  -0.757  -1.826
C  0.913  0.945  -0.667
F  0.036  1.817  -0.191
F  2.009  0.971  0.087
F  1.237  1.268  -1.912
C  -1.484  5.129  1.374
F  -1.434  6.237  0.679
F  -2.458  4.320  0.913
F  -0.323  4.481  1.224
S  -1.797  5.451  3.230
O  -2.302  4.171  3.714
O  -0.529  5.832  3.817
N  -3.044  6.582  3.288
S  -2.368  7.949  3.544
O  -2.078  8.213  4.952
O  -1.309  8.322  2.629
C  -3.800  9.104  3.091
F  -4.930  8.553  3.567
F  -3.639  10.330  3.529
F  -3.931  9.096  1.757
C  7.362  -7.227  -0.737
F  7.679  -6.937  0.535
F  8.316  -7.905  -1.287
F  6.251  -7.927  -0.698
S  6.981  -5.514  -1.527
O  7.907  -4.591  -0.930
O  7.064  -5.638  -2.962
N  5.421  -5.194  -0.923
S  4.332  -5.617  -1.981
O  4.137  -4.724  -3.107
O  4.327  -7.002  -2.426
C  2.737  -5.392  -0.951
F  1.776  -6.181  -1.406
F  3.002  -5.706  0.327
F  2.313  -4.129  -0.985